# 1
3 unconnected molecules or ions with the total composition C21H52FN2O12P4 at a distorted geometry. Source: the OMol25 dataset; level of theory: wB97M-V/def2-TZVPD.

```
92
Properties=species:S:1:pos:R:3
C 0.179 0.330 -1.602
C -0.547 0.057 -2.923
O -1.854 -0.467 -2.748
C -2.679 -0.159 -3.844
C -4.168 -0.348 -3.595
N -4.860 0.519 -2.555
C -6.300 0.691 -3.051
C -7.394 0.680 -1.970
O -8.154 -0.236 -1.911
F -7.570 1.709 -1.155
P -5.075 -0.243 -0.847
C -3.492 -0.301 0.028
C -5.584 -2.023 -1.051
C -4.443 -3.035 -1.124
P -4.228 2.186 -2.482
N -4.136 2.767 -3.911
O -5.222 3.072 -1.605
O -2.821 2.198 -1.800
H 1.227 0.505 -1.831
H 0.056 -0.494 -0.908
H -0.191 1.276 -1.210
H -0.528 0.989 -3.495
H 0.057 -0.662 -3.484
H -2.447 0.816 -4.277
H -2.437 -0.877 -4.641
H -4.343 -1.411 -3.464
H -4.614 -0.087 -4.553
H -6.405 1.625 -3.604
H -6.568 -0.117 -3.716
H -3.744 -0.661 1.031
H -2.757 -0.997 -0.363
H -3.056 0.679 0.187
H -6.274 -2.221 -0.233
H -6.189 -2.057 -1.960
H -4.896 -4.028 -1.123
H -3.856 -2.982 -2.036
H -3.788 -3.017 -0.259
H -4.733 3.577 -4.013
H -5.137 3.979 -1.924
H -2.362 3.021 -2.006
O 4.220 -0.556 -0.748
P 5.353 -0.500 -1.728
O 5.593 -2.130 -1.905
C 4.631 -2.880 -2.645
C 4.619 -2.520 -4.120
O 6.578 -0.111 -0.713
C 6.394 0.356 0.620
C 6.423 -0.801 1.598
O 6.272 -0.200 -3.048
C 7.689 0.048 -3.043
C 8.513 -1.169 -2.693
H 3.639 -2.736 -2.205
H 4.896 -3.931 -2.525
H 4.282 -1.491 -4.274
H 3.946 -3.181 -4.669
H 5.618 -2.601 -4.546
H 5.486 0.952 0.710
H 7.227 1.028 0.835
H 5.725 -1.588 1.316
H 6.181 -0.459 2.606
H 7.417 -1.252 1.618
H 7.928 0.899 -2.409
H 7.936 0.355 -4.061
H 8.284 -1.560 -1.705
H 9.573 -0.915 -2.717
H 8.328 -1.975 -3.404
O -0.342 -1.157 5.927
P -0.502 -0.064 4.931
O 0.845 0.845 5.127
C 2.077 0.297 4.658
C 2.098 0.177 3.144
O -1.636 0.834 5.697
C -2.311 0.384 6.874
C -1.586 0.837 8.123
O -0.882 0.598 3.481
C -1.740 1.716 3.268
C -1.178 3.032 3.754
H 2.250 -0.677 5.126
H 2.869 0.968 4.989
H 1.359 -0.551 2.796
H 3.073 -0.148 2.798
H 1.859 1.132 2.677
H -2.457 -0.694 6.855
H -3.308 0.831 6.851
H -0.532 0.559 8.100
H -2.045 0.403 9.012
H -1.626 1.924 8.210
H -2.728 1.521 3.681
H -1.873 1.778 2.183
H -0.978 3.030 4.822
H -1.887 3.836 3.546
H -0.235 3.255 3.253
```

Summary:
* energy relative to the best compared isomer or geometry (same formula, charge and spin): 0.0000 eV
* E_LUMO: -2.95 eV
* HOMO level: -0.421 Eh
* gap between HOMO and LUMO: 0.3129 Ha
* net charge: +1
* E: -90037.8887 eV

How is the electron density shared among the atoms? According to Mulliken, the charges in e are: -1.128 -0.324 -0.160 -1.121 -1.017 0.929 -0.704 0.368 -0.435 -0.206 0.050 -0.853 -0.543 -1.254 0.417 -0.764 -0.456 -0.412 0.412 0.306 0.155 0.330 0.400 0.467 0.506 0.625 0.453 0.498 0.484 0.562 0.292 0.064 0.638 0.390 0.424 0.282 0.318 0.281 0.392 0.324 -0.781 1.189 -0.317 -0.305 -1.008 -0.376 -0.283 -1.122 -0.384 -0.194 -0.978 0.239 0.312 0.276 0.407 0.225 0.298 0.318 0.272 0.376 0.337 0.270 0.350 0.227 0.390 0.269 -0.825 0.950 -0.327 -0.456 -0.711 -0.398 -0.350 -1.100 -0.089 0.290 -1.215 0.302 0.325 0.206 0.306 0.184 0.358 0.341 0.287 0.384 0.284 0.298 -0.044 0.267 0.436 0.298

# 2
6 unconnected molecules or ions with the total composition C21H52N3O15P2 at a distorted geometry. Source: the OMol25 dataset; level of theory: wB97M-V/def2-TZVPD.

```
93
Properties=species:S:1:pos:R:3
C 1.390 2.029 4.795
P 0.405 2.184 3.145
C 0.020 4.068 3.455
C 0.632 4.993 2.327
N 1.398 6.118 2.974
C -1.226 1.740 4.067
C -2.503 1.755 3.178
C -3.756 2.354 3.899
N -4.581 3.111 2.940
P 0.812 0.078 2.524
N 1.106 0.107 0.921
H 2.100 2.883 4.820
H 0.765 2.144 5.705
H 2.001 1.113 4.892
H -0.252 2.353 1.859
H 1.681 2.520 2.492
H 0.336 4.394 4.464
H -1.081 4.195 3.403
H -0.152 5.400 1.668
H 1.356 4.448 1.700
H 2.054 5.637 3.584
H 0.723 6.516 3.621
H -1.118 0.769 4.603
H -1.399 2.481 4.874
H -2.345 2.370 2.273
H -2.742 0.734 2.837
H -4.378 1.499 4.233
H -3.491 2.946 4.793
H -5.240 3.715 3.409
H -3.994 3.652 2.320
H 2.014 -0.388 3.175
H -0.294 -0.801 2.783
H 0.443 -0.481 0.426
C 0.788 -3.049 -1.916
O -0.143 -3.831 -2.673
C -1.419 -3.620 -2.353
O -1.821 -2.860 -1.519
O -2.173 -4.403 -3.128
C -3.575 -4.275 -2.893
H 1.786 -3.306 -2.262
H 0.625 -1.986 -2.082
H 0.718 -3.284 -0.854
H -3.909 -3.259 -3.100
H -3.823 -4.557 -1.869
H -4.080 -4.957 -3.575
C -7.866 -8.476 -5.092
O -6.681 -9.025 -5.665
C -5.580 -8.315 -5.413
O -5.527 -7.303 -4.773
O -4.552 -8.926 -5.996
C -3.300 -8.265 -5.802
H -8.689 -9.134 -5.362
H -7.788 -8.439 -4.006
H -8.064 -7.483 -5.494
H -3.047 -8.220 -4.743
H -3.322 -7.264 -6.230
H -2.543 -8.850 -6.318
C 0.806 -9.506 0.979
O 0.213 -8.274 1.378
C -0.326 -7.582 0.372
O -0.343 -7.916 -0.780
O -0.841 -6.463 0.873
C -1.456 -5.616 -0.101
H 1.208 -9.975 1.875
H 0.060 -10.168 0.540
H 1.622 -9.332 0.278
H -2.289 -6.128 -0.582
H -0.727 -5.295 -0.838
H -1.837 -4.741 0.419
C 4.933 2.639 1.297
O 4.799 3.980 1.774
C 5.698 4.825 1.284
O 6.571 4.556 0.501
O 5.460 6.029 1.806
C 6.350 7.043 1.355
H 4.144 2.049 1.757
H 4.807 2.600 0.215
H 5.899 2.224 1.585
H 6.268 7.177 0.277
H 7.377 6.808 1.634
H 6.056 7.969 1.845
C 2.680 5.619 -1.608
O 2.895 6.178 -2.909
C 3.238 7.462 -2.902
O 3.376 8.155 -1.933
O 3.404 7.851 -4.170
C 3.777 9.218 -4.309
H 2.410 4.574 -1.742
H 3.590 5.670 -1.012
H 1.861 6.126 -1.100
H 4.732 9.409 -3.819
H 3.004 9.871 -3.904
H 3.883 9.417 -5.373
```

Summary:
* E_LUMO: 1.84 eV
* HOMO level: -0.132 Eh
* gap between HOMO and LUMO: 0.1991 Ha
* net charge: -1
* E: -76377.8070 eV

How is the electron density shared among the atoms? According to Mulliken, the charges in e are: -1.569 1.420 -1.175 -0.163 -0.773 -1.527 -0.559 -0.358 -0.652 0.133 -0.705 0.248 0.304 0.389 0.227 -0.663 0.429 0.233 0.376 0.033 0.298 0.255 0.538 0.425 0.339 0.357 0.309 0.309 0.208 0.231 0.013 -0.013 0.168 -0.684 -0.359 0.799 -0.541 -0.263 -0.543 0.263 0.314 0.321 0.294 0.294 0.113 -0.621 -0.336 0.816 -0.538 -0.316 -0.594 0.215 0.292 0.290 0.293 0.274 0.215 -0.630 -0.335 0.744 -0.544 -0.330 -0.505 0.214 0.288 0.292 0.272 0.146 0.373 -0.619 -0.196 0.763 -0.584 -0.274 -0.661 0.082 0.303 0.334 0.266 0.296 0.232 -0.403 -0.332 0.781 -0.537 -0.346 -0.627 0.312 0.051 0.301 0.291 0.287 0.213